No. 1
Computed, not measured: a molecular structure, C38H55BrClIrN4O4Si2 at a distorted geometry, with ωB97M-V with the def2-TZVPD basis set.

Values from the calculation:
Kohn-Sham gap (spin up / spin down): 8.3 / 5.7 eV
Energy: -5717.9519 a.u.
2S+1: 6
Net charge: +1

Atoms and positions in Å:
1 Ir -0.28 0.07 0.16
2 O 3.82 -0.88 1.11
3 Cl 2.51 -1.36 0.73
4 O 2.17 -2.59 1.42
5 O 0.33 -1.16 -0.96
6 O 1.53 -0.28 1.27
7 C 1.27 -1.86 -4.26
8 C 2.65 -2.33 -3.83
9 C 2.54 -3.51 -2.85
10 C 3.59 -1.29 -3.22
11 C 4.92 -1.63 -3.27
12 C 5.93 -0.79 -2.81
13 C 5.59 0.47 -2.33
14 C 4.29 0.89 -2.24
15 C 4.07 2.30 -1.74
16 C 3.91 3.25 -2.94
17 C 2.94 2.48 -0.72
18 C 3.24 0.00 -2.68
19 N 1.98 0.37 -2.48
20 C 1.11 1.14 -3.00
21 C -0.14 1.64 -2.55
22 C -0.80 2.56 -3.39
23 C -1.92 2.98 -2.72
24 C -1.96 2.32 -1.48
25 N -0.89 1.49 -1.36
26 C -3.14 2.64 -0.57
27 C -4.43 2.08 -1.21
28 C -3.27 4.17 -0.47
29 C -3.06 2.09 0.86
30 H 0.77 -2.67 -4.79
31 H 1.33 -1.00 -4.92
32 H 0.67 -1.60 -3.39
33 H 3.17 -2.69 -4.72
34 H 2.10 -3.19 -1.91
35 H 3.52 -3.94 -2.63
36 H 1.92 -4.29 -3.28
37 H 5.19 -2.59 -3.69
38 H 6.96 -1.11 -2.84
39 H 6.38 1.13 -2.00
40 H 5.00 2.58 -1.24
41 H 3.00 3.04 -3.50
42 H 4.76 3.15 -3.62
43 H 3.87 4.28 -2.59
44 H 1.98 2.68 -1.19
45 H 3.19 3.32 -0.07
46 H 2.86 1.59 -0.09
47 H 1.34 1.51 -4.01
48 H -0.47 2.88 -4.36
49 H -2.64 3.69 -3.07
50 H -4.47 2.28 -2.28
51 H -5.29 2.55 -0.74
52 H -4.50 1.01 -1.05
53 H -3.65 4.61 -1.39
54 H -2.31 4.63 -0.23
55 H -3.98 4.41 0.33
56 H -2.71 1.07 0.86
57 H -4.05 2.12 1.30
58 H -2.41 2.71 1.47
59 C -4.24 0.33 4.29
60 Si -3.37 -0.92 3.15
61 C -3.64 -2.71 3.72
62 C -4.35 -0.83 1.51
63 C -1.52 -0.48 3.10
64 C -1.11 0.90 2.92
65 C -1.19 1.78 4.02
66 C -0.65 3.04 3.95
67 C -0.03 3.44 2.77
68 C -0.04 2.57 1.70
69 N -0.57 1.34 1.75
70 Si -0.29 -1.40 4.26
71 C -0.06 -3.23 3.88
72 C -1.11 -1.24 5.99
73 C 1.37 -0.50 4.41
74 H -5.31 0.13 4.29
75 H -4.09 1.35 3.96
76 H -3.90 0.26 5.32
77 H -4.69 -2.86 3.94
78 H -3.08 -2.98 4.61
79 H -3.36 -3.41 2.94
80 H -4.95 -1.73 1.41
81 H -3.72 -0.76 0.63
82 H -5.03 0.02 1.51
83 H -1.66 1.42 4.92
84 H -0.69 3.70 4.80
85 H 0.42 4.41 2.68
86 H 0.39 2.87 0.75
87 H -0.98 -3.74 3.59
88 H 0.34 -3.74 4.75
89 H 0.66 -3.36 3.07
90 H -2.17 -1.46 5.97
91 H -0.97 -0.24 6.40
92 H -0.63 -1.94 6.67
93 H 1.85 -0.71 5.36
94 H 2.05 -0.83 3.62
95 H 1.27 0.58 4.32
96 Br -1.12 -3.08 0.50
97 C -2.25 -2.53 -0.91
98 C -3.05 -3.45 -1.56
99 C -3.84 -3.00 -2.60
100 C -3.77 -1.67 -2.97
101 C -2.94 -0.83 -2.25
102 N -2.22 -1.24 -1.21
103 H -3.04 -4.49 -1.24
104 H -4.51 -3.69 -3.10
105 H -4.35 -1.28 -3.79
106 H -2.85 0.22 -2.51

natural (NBO) atomic charge list, values in e, 5 entries:
1 Ir 1.493
2 O -0.813
3 Cl 1.880
4 O -0.831
5 O -0.468

No. 2
Computed, not measured: a molecular structure, C3H5NO at a distorted geometry, with ωB97M-V with the def2-TZVPD basis set.

Values from the calculation:
Kohn-Sham gap: 11.0 eV
Energy: -247.1726 a.u.
2S+1: 1

Atoms and positions in Å:
1 C -0.72 0.78 0.14
2 O -0.89 -0.05 -1.01
3 C 0.35 -0.74 -0.91
4 C 0.54 -0.30 0.49
5 N 1.09 -0.49 1.60
6 H -1.67 0.86 0.71
7 H -0.41 1.81 -0.13
8 H 0.36 0.26 1.75
9 H 1.12 -0.32 -1.56
10 H 0.24 -1.81 -1.08

natural (NBO) atomic charge list, values in e, 5 entries:
1 C -0.200
2 O -0.525
3 C -0.138
4 C 0.236
5 N -0.538

No. 3
Computed, not measured: a molecular structure, C20H27BiN5O8S2 at a distorted geometry, with ωB97M-V with the def2-TZVPD basis set.

Values from the calculation:
Kohn-Sham gap (spin up / spin down): 7.0 / 7.0 eV
Energy: -2664.8691 a.u.
2S+1: 1
Net charge: -1

Atoms and positions in Å:
1 Bi 0.41 -0.46 0.32
2 C 1.14 4.69 2.23
3 C -0.14 3.96 1.85
4 C -0.90 3.57 3.12
5 C -1.01 4.84 0.96
6 N 0.31 2.79 1.06
7 N -0.67 1.80 0.82
8 H 0.91 5.65 2.70
9 H 1.74 4.88 1.34
10 H 1.74 4.10 2.93
11 H -1.03 4.44 3.76
12 H -0.34 2.81 3.68
13 H -1.89 3.17 2.91
14 H -1.46 5.65 1.54
15 H -1.82 4.26 0.50
16 H -0.42 5.27 0.16
17 H 1.06 2.31 1.54
18 H -1.31 2.07 0.08
19 H -1.23 1.61 1.65
20 N 1.53 0.23 1.76
21 C 2.65 0.26 2.53
22 C 3.90 0.65 2.00
23 C 5.01 0.75 2.81
24 C 4.94 0.46 4.17
25 C 3.72 0.07 4.71
26 C 2.59 -0.03 3.91
27 H 3.96 0.86 0.94
28 H 5.96 1.05 2.38
29 H 5.82 0.54 4.80
30 H 3.64 -0.16 5.76
31 H 1.64 -0.34 4.32
32 C 3.43 -2.92 1.67
33 S 2.13 -3.05 0.47
34 O 2.27 -4.35 -0.14
35 O 0.85 -2.83 1.18
36 O 2.31 -1.92 -0.48
37 H 3.58 -3.91 2.09
38 H 3.14 -2.21 2.44
39 H 4.32 -2.58 1.16
40 C 0.76 -3.60 -3.09
41 C -0.24 -3.04 -2.21
42 N -1.03 -2.56 -1.52
43 H 0.30 -4.33 -3.75
44 H 1.53 -4.07 -2.48
45 H 1.19 -2.80 -3.69
46 O -0.88 -3.09 -4.96
47 S -1.76 -1.97 -5.22
48 O -2.01 -1.64 -6.60
49 N -1.32 -0.67 -4.37
50 C -2.22 -0.34 -3.45
51 O -2.04 0.62 -2.67
52 C -3.45 -1.24 -3.44
53 C -4.59 -1.24 -2.64
54 C -5.54 -2.24 -2.84
55 C -5.37 -3.22 -3.81
56 C -4.23 -3.23 -4.60
57 C -3.30 -2.23 -4.39
58 H -4.74 -0.49 -1.88
59 H -6.43 -2.25 -2.22
60 H -6.13 -3.99 -3.94
61 H -4.07 -3.99 -5.35
62 O -3.53 1.19 -1.37
63 O -3.37 2.38 -1.17

natural (NBO) atomic charge list, values in e, 5 entries:
1 Bi 1.851
2 C -0.611
3 C 0.097
4 C -0.643
5 C -0.616

No. 4
Computed, not measured: a molecular structure, C26H37BaN4O4S2, with ωB97M-V with the def2-TZVPD basis set.

Values from the calculation:
Kohn-Sham gap: 6.8 eV
Energy: -2354.9750 a.u.
2S+1: 1
Net charge: -1

Atoms and positions in Å:
1 Ba 0.67 0.71 0.31
2 C -0.61 -3.42 2.39
3 C -0.70 -3.31 0.87
4 C 0.43 -4.09 0.20
5 C -2.03 -3.76 0.29
6 C -2.75 -4.79 0.89
7 C -3.92 -5.27 0.31
8 C -4.38 -4.72 -0.87
9 C -3.69 -3.69 -1.50
10 C -4.15 -3.11 -2.82
11 C -3.32 -3.70 -3.96
12 C -5.64 -3.30 -3.09
13 C -2.51 -3.20 -0.91
14 N -1.77 -2.21 -1.58
15 C -1.98 -0.98 -1.29
16 C -1.32 0.12 -1.91
17 C -0.54 0.17 -3.08
18 C -0.27 1.52 -3.31
19 C -0.91 2.23 -2.27
20 N -1.54 1.39 -1.43
21 C -0.95 3.73 -2.08
22 C 0.47 4.30 -2.11
23 C -1.61 4.09 -0.75
24 C -1.76 4.35 -3.22
25 H 0.29 -2.91 2.73
26 H -0.55 -4.46 2.71
27 H -1.47 -2.96 2.87
28 H -0.56 -2.25 0.61
29 H 0.35 -5.15 0.44
30 H 1.40 -3.72 0.55
31 H 0.39 -3.97 -0.89
32 H -2.39 -5.22 1.81
33 H -4.47 -6.07 0.79
34 H -5.30 -5.10 -1.31
35 H -3.95 -2.04 -2.80
36 H -3.47 -4.78 -4.02
37 H -2.26 -3.50 -3.79
38 H -3.60 -3.26 -4.92
39 H -5.89 -4.35 -3.29
40 H -5.94 -2.73 -3.97
41 H -6.25 -2.96 -2.25
42 H -2.74 -0.70 -0.55
43 H -0.25 -0.69 -3.67
44 H 0.28 1.94 -4.14
45 H 1.11 3.83 -1.36
46 H 0.46 5.38 -1.91
47 H 0.94 4.14 -3.09
48 H -1.04 3.71 0.10
49 H -2.61 3.67 -0.69
50 H -1.67 5.18 -0.65
51 H -1.33 4.09 -4.19
52 H -1.78 5.44 -3.14
53 H -2.79 3.98 -3.20
54 O 2.51 1.11 2.21
55 S 3.52 0.57 1.24
56 O 3.23 1.26 -0.04
57 O 4.88 0.70 1.71
58 S 2.96 -1.38 0.93
59 N -0.85 0.30 2.57
60 C -0.47 0.66 3.60
61 N -0.08 1.07 4.78
62 C -1.00 1.59 5.79
63 C -0.81 0.79 7.07
64 O 0.54 0.81 7.48
65 C 1.39 0.22 6.50
66 C 1.33 0.98 5.19
67 H -2.03 1.50 5.43
68 H -0.77 2.64 5.97
69 H -1.14 -0.24 6.91
70 H -1.39 1.23 7.88
71 H 1.10 -0.82 6.34
72 H 2.40 0.25 6.91
73 H 1.91 0.50 4.40
74 H 1.72 1.99 5.32

Löwdin atomic charge list, values in e, 5 entries:
1 Ba 1.767
2 C -0.083
3 C -0.382
4 C -0.058
5 C -0.135